Entry 1:
The following is a quantum chemistry calculation of a molecular structure, C35H27ClNO3PV, from OMol25.

## Properties
Multiplicity: 4
HOMO energy (spin up / spin down) in eV: -5.8 / -7.6
<S²>: 3.78
Orbital gap (spin up / spin down) in Eh: 0.2143 / 0.2738
Charge: 0
LUMO (spin up / spin down) in eV: 0.01 / -0.12

Each line ends with the Löwdin charge.
Geometry (Å):
V 0.8470 0.0045 -0.2191  0.98
O -1.8476 0.8358 1.9431  0.06
C -0.9165 1.0060 1.1797  -0.59
O -0.9266 0.6514 -0.1283  -0.18
C 0.3911 1.5621 1.6172  -0.20
C 0.5471 2.0504 2.9447  0.00
C 1.6917 2.6758 3.3005  -0.01
C 2.7447 2.8567 2.3356  -0.16
C 3.9308 3.5454 2.6350  -0.04
C 4.9123 3.7006 1.6832  -0.09
C 4.7257 3.1738 0.3977  -0.07
C 3.5687 2.5009 0.0797  -0.01
C 2.5725 2.3312 1.0487  -0.19
N 1.4163 1.6452 0.7059  0.00
H -0.2870 1.9305 3.6215  0.12
H 1.8278 3.0748 4.2981  0.11
H 4.0589 3.9546 3.6295  0.11
H 5.8223 4.2330 1.9251  0.10
H 5.4883 3.3014 -0.3596  0.10
H 3.4095 2.1061 -0.9153  0.10
Cl 1.2221 1.2437 -4.7080  0.67
C 2.7716 0.9239 -3.9563  -0.60
C 3.8940 1.4834 -4.5512  -0.12
C 5.1464 1.2721 -4.0022  -0.10
C 5.2539 0.4940 -2.8534  -0.10
C 4.1196 -0.0428 -2.2749  -0.08
C 2.8326 0.1486 -2.8015  -0.34
C 1.6657 -0.4480 -2.1240  -0.20
H 3.7674 2.0841 -5.4414  0.10
H 6.0226 1.7088 -4.4616  0.10
H 6.2196 0.3122 -2.3993  0.10
H 4.2197 -0.6352 -1.3702  0.11
H 1.9392 -1.4690 -1.8210  0.02
H 0.7921 -0.5336 -2.7776  0.03
O 1.0436 -1.8269 0.5385  -0.39
P 0.8031 -3.3131 0.3321  0.85
C -0.9508 -3.6576 0.2868  -0.27
C -1.4121 -4.9758 0.2443  -0.08
C -2.7694 -5.2352 0.2080  -0.07
C -3.6775 -4.1807 0.2189  -0.07
C -3.2261 -2.8728 0.2713  -0.05
C -1.8628 -2.6070 0.3066  -0.04
C 1.5548 -3.9134 -1.1635  -0.30
C 2.9502 -3.9232 -1.2423  -0.08
C 3.5736 -4.2070 -2.4432  -0.06
C 2.8093 -4.4848 -3.5711  -0.06
C 1.4261 -4.4829 -3.4985  -0.06
C 0.7958 -4.1914 -2.2964  -0.06
C 1.5097 -4.2043 1.7080  -0.27
C 1.9536 -5.5187 1.5980  -0.08
C 2.4259 -6.1859 2.7178  -0.07
C 2.4598 -5.5389 3.9449  -0.07
C 2.0249 -4.2254 4.0578  -0.06
C 1.5475 -3.5560 2.9433  -0.05
H -0.7151 -5.8065 0.2429  0.11
H -3.1227 -6.2572 0.1770  0.11
H -4.7396 -4.3857 0.1932  0.11
H -3.9240 -2.0472 0.2913  0.12
H -1.5429 -1.5745 0.3613  0.08
H 3.5537 -3.6870 -0.3734  0.12
H 4.6533 -4.1967 -2.5048  0.11
H 3.3008 -4.6919 -4.5124  0.11
H 0.8324 -4.6892 -4.3783  0.11
H -0.2853 -4.1624 -2.2538  0.11
H 1.9431 -6.0229 0.6389  0.11
H 2.7722 -7.2070 2.6327  0.11
H 2.8317 -6.0600 4.8173  0.11
H 2.0575 -3.7211 5.0140  0.11
H 1.2106 -2.5302 3.0210  0.11

Atoms 1-2, force components in eV/Å:
0.40 0.29 -0.45
-0.12 0.07 0.09

Entry 2:
The following is a quantum chemistry calculation of a molecular structure, C35H27F5N4OS2SbTeTi, from OMol25.

## Properties
Multiplicity: 3
HOMO energy (spin up / spin down) in eV: -3.5 / -3.5
ΔE to the lowest compared entry with this formula, charge and spin in eV: 0.053
<S²>: 2.01
Orbital gap (spin up / spin down) in Eh: 0.2091 / 0.2079
Charge: -1
LUMO (spin up / spin down) in eV: 2.17 / 2.14

Each line ends with the Löwdin charge.
Geometry (Å):
Ti -0.5844 -0.8661 -0.8272  0.61
C -2.1427 -3.4004 0.9123  -0.09
C -3.0691 -2.6972 -0.0280  -0.39
C -4.4110 -3.0804 -0.0966  -0.03
C -5.2772 -2.4409 -0.9471  -0.06
C -4.7972 -1.3941 -1.7209  -0.14
C -3.4582 -1.0537 -1.6287  -0.44
N -2.6067 -1.7175 -0.8168  -0.08
Sb -2.8582 0.6544 -2.8174  1.53
C -1.0527 -0.1180 -3.7107  -0.43
C -0.9335 -0.0279 -5.0868  -0.13
C 0.2931 -0.3137 -5.6714  -0.06
C 1.3513 -0.6404 -4.8595  -0.02
C 1.1815 -0.7260 -3.4797  -0.37
C 2.3436 -1.0688 -2.6034  -0.07
N -0.0208 -0.5000 -2.9231  -0.05
C -1.8052 1.8059 -1.3389  -0.46
C -2.1430 3.1481 -1.2801  -0.13
C -1.4417 3.9742 -0.4172  -0.05
C -0.4280 3.4330 0.3370  -0.02
C -0.1339 2.0816 0.2395  -0.36
C 0.9551 1.4586 1.0443  -0.03
N -0.8305 1.2765 -0.5788  -0.06
H -2.6979 -3.7422 1.7842  0.08
H -1.3616 -2.7278 1.2576  0.03
H -1.6852 -4.2556 0.4085  0.06
H -4.7539 -3.8726 0.5556  0.12
H -6.3195 -2.7315 -0.9963  0.11
H -5.4549 -0.8372 -2.3757  0.08
H -1.7776 0.2860 -5.6870  0.08
H 0.4209 -0.2462 -6.7450  0.11
H 2.3363 -0.8177 -5.2714  0.12
H 3.2284 -0.5402 -2.9548  0.08
H 2.5217 -2.1469 -2.6280  0.07
H 2.1671 -0.7576 -1.5764  0.05
H -2.9377 3.5402 -1.9018  0.08
H -1.6798 5.0285 -0.3485  0.11
H 0.1579 4.0481 1.0069  0.12
H 1.4780 2.2079 1.6371  0.09
H 1.6743 0.9740 0.3803  0.06
H 0.5240 0.7029 1.7050  0.05
O 0.8198 -1.6232 0.3987  -0.29
N 1.4828 -2.7814 0.3882  -0.18
C 2.4366 -2.9204 1.3302  -0.02
C 3.1720 -4.0614 1.4318  -0.07
C 2.9108 -5.1019 0.5260  -0.08
C 1.9494 -4.9447 -0.4229  -0.09
C 1.1865 -3.7450 -0.5373  -0.67
S -0.0013 -3.4703 -1.7208  0.70
H 2.5436 -2.0565 1.9685  0.14
H 3.9300 -4.1385 2.1965  0.10
H 3.4716 -6.0270 0.5790  0.10
H 1.7293 -5.7268 -1.1355  0.10
F 5.9704 4.9019 0.8293  0.09
C 5.0282 4.3203 0.0658  -0.17
C 4.1538 5.0794 -0.6803  -0.16
F 4.2488 6.4218 -0.6361  0.09
C 3.1887 4.4718 -1.4632  -0.26
F 2.3740 5.2871 -2.1533  0.05
C 3.0270 3.0831 -1.5640  -0.60
S 1.7866 2.3355 -2.5359  0.59
C 3.9372 2.3642 -0.7828  -0.25
F 3.8938 1.0144 -0.7778  0.05
C 4.9112 2.9493 0.0087  -0.16
F 5.7519 2.1849 0.7305  0.09
Te -2.8108 0.0281 2.0251  0.75
C -2.5105 0.5331 4.0511  -0.71
C -1.2262 0.7497 4.5684  -0.18
C -1.0294 1.0851 5.9055  -0.12
C -2.1121 1.2155 6.7669  -0.14
C -3.3945 1.0067 6.2714  -0.12
C -3.5910 0.6699 4.9337  -0.19
H -0.3706 0.6536 3.9115  0.07
H -0.0223 1.2467 6.2738  0.09
H -1.9595 1.4784 7.8067  0.08
H -4.2510 1.1063 6.9290  0.09
H -4.5959 0.5108 4.5625  0.07

Atoms 1-2, force components in eV/Å:
0.41 -0.83 -0.07
0.03 -0.02 -0.05

Entry 3:
The following is a quantum chemistry calculation of a molecular structure, C35H28Cl5F6HfN4O in a non-equilibrium geometry, from OMol25.

## Properties
HOMO energy in eV: -10.0
ΔE to the lowest compared entry with this formula, charge and spin in eV: 0.178
Orbital gap in Eh: 0.2617
Charge: +1
LUMO in eV: -2.85

Each line ends with the Löwdin charge.
Geometry (Å):
Hf -0.0328 -0.4964 0.3679  1.75
C 1.2694 -3.5546 0.9896  -0.12
N 0.7148 -2.7241 -0.0978  -0.23
C -0.5490 -3.3611 -0.5637  -0.10
C -1.5789 -3.2208 0.5427  -0.29
C -2.6630 -4.0670 0.6261  0.00
C -3.4962 -3.9535 1.7302  -0.02
C -3.1970 -3.0227 2.7135  -0.02
C -2.1053 -2.1947 2.5315  -0.13
N -1.3234 -2.2697 1.4505  0.01
C 1.7417 -2.5826 -1.1734  -0.11
C 1.6962 -1.2714 -1.8966  -0.31
C 2.0567 -1.2082 -3.1783  -0.04
C 2.0984 0.0875 -3.8504  -0.07
C 1.9472 1.1940 -3.1365  -0.03
C 1.7923 1.1744 -1.6412  -0.32
N 1.3479 -0.1431 -1.1099  -0.12
C 1.9166 -2.7526 2.0713  -0.25
C 2.9369 -3.2975 2.8311  0.00
C 3.3555 -2.6317 3.9699  -0.02
C 2.7213 -1.4530 4.3167  -0.03
C 1.7499 -0.9532 3.4719  -0.15
N 1.3594 -1.5658 2.3463  0.05
H 1.9535 -4.2950 0.5691  0.14
H 0.4504 -4.1052 1.4539  0.14
H -0.3873 -4.4250 -0.7643  0.15
H -0.8674 -2.8852 -1.4917  0.12
H -2.8365 -4.8114 -0.1394  0.13
H -4.3604 -4.5964 1.8342  0.12
H -3.8025 -2.9235 3.6025  0.12
H -1.8508 -1.4353 3.2594  0.10
H 1.6633 -3.4010 -1.8922  0.14
H 2.7096 -2.6648 -0.6721  0.14
H 2.2848 -2.1202 -3.7129  0.11
H 2.2410 0.1352 -4.9215  0.11
H 1.9645 2.1687 -3.6083  0.12
H 2.7657 1.4000 -1.1835  0.12
H 3.3760 -4.2421 2.5393  0.12
H 4.1506 -3.0350 4.5828  0.12
H 2.9826 -0.9052 5.2105  0.12
H 1.2548 -0.0236 3.7080  0.09
Cl -2.8546 0.8965 2.0768  0.75
C -1.3304 1.6249 2.5166  -0.66
C -0.1567 1.1781 1.9172  -0.33
C 0.9978 1.8577 2.3144  -0.71
Cl 2.5399 1.3944 1.6214  0.75
C 1.0131 2.8945 3.2409  -0.70
Cl 2.4801 3.6689 3.6811  0.71
C -0.1913 3.2938 3.8177  -0.70
Cl -0.2112 4.5620 4.9645  0.73
C -1.3744 2.6587 3.4542  -0.70
Cl -2.8601 3.1536 4.1532  0.72
C -3.7195 -1.4359 -1.6625  0.03
C -2.6588 -0.3413 -1.6926  -0.39
O -1.6756 -0.5934 -0.7571  -0.28
C -1.9660 -0.3174 -3.0743  -0.56
F -1.1874 0.7589 -3.2196  0.17
F -2.8436 -0.3557 -4.0765  0.18
F -1.1737 -1.3951 -3.2021  0.15
C -3.3480 1.0282 -1.4103  -0.58
F -3.9228 1.5116 -2.5157  0.18
F -4.3147 0.8766 -0.4946  0.12
F -2.4981 1.9417 -0.9487  0.15
H -3.2960 -2.3710 -2.0295  0.10
H -4.5810 -1.1890 -2.2814  0.11
H -4.0494 -1.5662 -0.6359  0.10
C 0.7915 2.2290 -1.1668  -0.16
C 1.0266 3.6215 -1.6861  -0.23
C 0.1758 4.1842 -2.6294  -0.04
C 0.4122 5.4650 -3.1130  -0.07
C 1.5023 6.1918 -2.6582  -0.08
C 2.3569 5.6357 -1.7144  -0.07
C 2.1184 4.3575 -1.2315  -0.04
H -0.2107 1.9010 -1.4603  0.09
H 0.8226 2.2798 -0.0773  0.05
H -0.6763 3.6172 -2.9879  0.11
H -0.2598 5.8946 -3.8444  0.11
H 1.6847 7.1893 -3.0350  0.10
H 3.2039 6.2018 -1.3497  0.11
H 2.7838 3.9296 -0.4884  0.11

Atoms 1-2, force components in eV/Å:
-0.47 -0.82 0.46
-0.05 -0.01 -0.15